Formula: C41H51AsBrN4O3P2SSbSr
Source: OMol25
Level of theory: ωB97M-V with the def2-TZVPD basis set

Results
- F_max (eV Å⁻¹) = 0.4
- gap between HOMO and LUMO (eV) = 8.5
- HOMO level (eV) = -12.7

```
! RIJCOSX wB97M-V def2-TZVPD def2/J DEFGRID3
* xyz 2 1
Sr -0.374 -0.358 -0.426
C -0.201 -4.199 1.351
As -1.885 -3.774 0.531
C -3.294 -4.060 1.800
C -2.154 -4.960 -0.950
O -1.868 -2.189 0.026
H -0.254 -5.143 1.890
H 0.058 -3.391 2.034
H 0.563 -4.252 0.576
H -3.171 -5.025 2.287
H -4.252 -4.028 1.284
H -3.260 -3.262 2.539
H -2.440 -5.948 -0.593
H -1.230 -5.029 -1.518
H -2.946 -4.553 -1.576
C 1.582 1.786 5.296
N 0.325 2.422 4.687
C -0.897 1.886 5.444
N -0.930 0.466 5.412
C 0.302 -0.081 5.983
N 1.494 0.373 5.265
C 1.572 -0.174 3.906
P 0.133 0.321 2.844
C 0.230 2.132 3.221
C -1.205 -0.065 4.068
H 1.639 2.150 6.322
H 2.430 2.152 4.718
H 0.379 3.434 4.816
H -1.779 2.317 4.971
H -0.804 2.248 6.468
H 0.259 -1.169 5.955
H 0.378 0.236 7.023
H 1.622 -1.263 3.963
H 2.501 0.155 3.433
H -0.657 2.625 2.821
H 1.108 2.563 2.739
H -1.320 -1.149 4.139
H -2.154 0.335 3.706
Br 7.107 2.060 -0.493
C 6.012 0.577 -0.091
C 6.585 -0.630 0.297
N 5.860 -1.701 0.596
C 4.537 -1.607 0.515
C 3.879 -0.441 0.145
C 4.639 0.679 -0.169
C 2.385 -0.380 0.100
O 1.727 -1.444 0.254
O 1.840 0.747 -0.088
H 7.662 -0.725 0.369
H 3.964 -2.495 0.752
H 4.155 1.599 -0.469
S -1.990 2.179 0.293
Sb -0.817 4.026 -0.358
C -2.037 5.722 -0.206
C -3.101 5.724 0.689
C -3.889 6.859 0.810
C -3.616 7.978 0.034
C -2.559 7.968 -0.866
C -1.764 6.838 -0.990
C -0.138 3.959 -2.343
C 1.070 4.554 -2.693
C 1.421 4.656 -4.033
C 0.559 4.183 -5.014
C -0.645 3.587 -4.660
C -0.995 3.464 -3.323
C 0.839 4.448 0.878
C 2.069 3.830 0.671
C 3.118 4.074 1.550
C 2.935 4.923 2.635
C 1.707 5.546 2.837
C 0.660 5.315 1.954
H -3.334 4.837 1.268
H -4.722 6.868 1.499
H -4.235 8.860 0.126
H -2.357 8.838 -1.477
H -0.946 6.832 -1.702
H 1.735 4.950 -1.935
H 2.357 5.121 -4.310
H 0.824 4.284 -6.058
H -1.322 3.237 -5.428
H -1.942 3.013 -3.048
H 2.211 3.141 -0.151
H 4.081 3.608 1.379
H 3.759 5.123 3.309
H 1.577 6.236 3.661
H -0.286 5.827 2.097
C -0.379 -0.523 -4.989
P 0.667 -0.522 -3.488
C 1.998 0.648 -3.911
C 1.468 -2.157 -3.559
C 2.810 -2.345 -3.875
C 3.358 -3.621 -3.885
C 2.570 -4.722 -3.591
C 1.228 -4.545 -3.277
C 0.686 -3.270 -3.247
H 0.217 -0.715 -5.882
H -0.879 0.442 -5.087
H -1.141 -1.296 -4.901
H 2.406 0.469 -4.907
H 2.798 0.582 -3.173
H 1.591 1.660 -3.873
H 3.440 -1.500 -4.118
H 4.403 -3.753 -4.132
H 2.996 -5.716 -3.611
H 0.610 -5.408 -3.066
H -0.364 -3.138 -2.997
*
```

---

Formula: C44H45N6O4
Source: OMol25
Level of theory: ωB97M-V with the def2-TZVPD basis set

Results
- F_max (eV Å⁻¹) = 1.5
- gap between HOMO and LUMO (eV) = 5.4
- HOMO level (eV) = -9.9

```
! RIJCOSX wB97M-V def2-TZVPD def2/J DEFGRID3
* xyz 1 1
C -2.748 5.563 5.238
C -1.568 4.597 5.143
N -1.355 4.170 3.752
C -0.489 3.067 3.575
C 0.804 3.177 3.013
C 1.645 2.070 2.948
C 1.195 0.766 3.308
C 2.038 -0.397 3.262
C 1.597 -1.658 2.771
C 0.376 -1.802 2.030
C -0.091 -3.039 1.605
C 0.606 -4.222 1.940
N 0.111 -5.517 1.671
C -0.300 -6.269 2.861
C -0.546 -7.745 2.554
O -1.362 -7.921 1.395
C -0.787 -7.279 0.252
C -0.699 -5.766 0.468
C 1.853 -4.094 2.615
C 2.360 -2.855 2.961
C -0.158 0.665 3.766
C -0.950 1.782 3.952
C -1.259 5.288 2.806
C -2.522 6.133 2.952
O -2.644 6.630 4.290
H -3.688 4.994 5.097
H -2.751 6.057 6.221
H -0.663 5.124 5.519
H -1.753 3.711 5.761
H 1.148 4.155 2.666
H 2.670 2.186 2.588
H 3.070 -0.315 3.603
H -0.203 -0.905 1.806
H -1.032 -3.095 1.054
H 0.489 -6.172 3.614
H -1.241 -5.843 3.268
H 0.430 -8.252 2.435
H -1.115 -8.206 3.374
H 0.228 -7.670 0.041
H -1.467 -7.522 -0.577
H -1.722 -5.357 0.584
H -0.216 -5.297 -0.399
H 2.418 -5.002 2.835
H 3.342 -2.768 3.432
H -0.541 -0.324 4.020
H -1.961 1.676 4.350
H -0.372 5.914 3.025
H -1.193 4.890 1.786
H -2.467 7.031 2.319
H -3.400 5.517 2.670
O 2.506 -2.506 7.624
C 3.379 -2.494 8.485
C 3.131 -3.155 9.819
C 2.999 -4.548 9.862
C 2.782 -5.171 11.093
C 2.644 -4.401 12.253
C 2.729 -3.004 12.192
C 2.966 -2.374 10.968
N 4.660 -1.923 8.336
C 5.614 -2.045 9.440
C 7.044 -1.915 8.979
N 7.195 -0.750 8.152
C 8.566 -0.341 7.977
C 8.618 1.017 7.322
N 7.837 1.017 6.080
C 8.381 1.551 4.900
O 7.954 1.323 3.776
C 9.592 2.440 5.110
C 10.845 2.041 4.625
C 11.959 2.848 4.879
C 11.803 4.071 5.542
C 10.536 4.490 5.966
C 9.423 3.672 5.749
C 6.600 0.342 6.081
C 5.671 0.433 5.029
N 4.508 -0.240 5.037
C 4.178 -1.010 6.081
C 5.008 -1.151 7.211
C 6.260 -0.490 7.180
H 3.097 -5.123 8.939
H 2.721 -6.263 11.140
H 2.453 -4.891 13.214
H 2.620 -2.397 13.096
H 3.048 -1.286 10.897
H 5.406 -1.275 10.199
H 5.493 -3.021 9.920
H 7.698 -1.780 9.848
H 7.355 -2.838 8.457
H 9.021 -0.294 8.973
H 9.140 -1.067 7.371
H 8.222 1.783 8.004
H 9.659 1.264 7.102
H 10.937 1.093 4.089
H 12.950 2.516 4.557
H 12.674 4.711 5.718
H 10.405 5.450 6.474
H 8.426 3.971 6.084
H 5.879 1.031 4.148
H 3.227 -1.525 6.019
*
```